# 1
Density functional theory data (ωB97M-V with the def2-TZVPD basis set) for a 11-piece molecular cluster, C33H88O33S11 overall in a non-equilibrium geometry.

Each line ends with the Mulliken charge.
Cartesian coordinates (Å):
O (-3.41973, -3.11951, 7.72242)  -0.6393
S (-3.36866, -1.69871, 7.53832)  1.1280
O (-2.19527, -0.95158, 7.85035)  -0.6007
O (-3.72461, -1.36885, 5.99643)  -0.1689
C (-4.30745, -2.37152, 5.15348)  -0.2895
C (-4.99855, -1.66758, 3.99210)  -0.6057
C (-4.79117, -0.92804, 8.31732)  -0.8529
H (-4.99876, -3.04031, 5.67847)  0.4236
H (-3.51006, -3.01958, 4.78137)  0.2161
H (-4.20030, -1.17296, 3.43550)  -0.2388
H (-5.74687, -0.96811, 4.35635)  0.4087
H (-5.40754, -2.42333, 3.32539)  0.3896
H (-4.51926, 0.10925, 8.51482)  0.1982
H (-4.91919, -1.40174, 9.28895)  0.4081
H (-5.68998, -0.97241, 7.71463)  0.3161
O (-1.48761, -2.12805, -2.02938)  -0.8538
S (-0.93388, -1.04866, -1.27484)  1.3288
O (-1.51445, 0.25952, -1.27359)  -0.5377
O (-0.75898, -1.58067, 0.25142)  0.3655
C (-0.20949, -0.67326, 1.21230)  0.3825
C (-1.25956, 0.23190, 1.84771)  -1.1089
C (0.79947, -0.93911, -1.74603)  0.6174
H (0.56779, -0.02546, 0.79083)  -0.7577
H (0.27948, -1.27411, 1.97926)  0.6351
H (-1.45833, 1.13186, 1.27027)  0.1960
H (-0.97303, 0.59835, 2.83547)  0.4826
H (-2.14546, -0.37789, 2.04239)  -0.0331
H (0.82406, -0.48983, -2.73234)  -0.6356
H (1.13562, -1.97474, -1.84408)  -1.0692
H (1.46203, -0.54348, -0.98400)  0.2843
O (-4.57581, -3.30230, 1.00179)  -0.7591
S (-3.36994, -3.95090, 1.43286)  1.6209
O (-2.51285, -3.28176, 2.36116)  -0.6008
O (-3.80295, -5.35772, 2.08781)  -0.2696
C (-4.56908, -6.23701, 1.24974)  0.0089
C (-4.81995, -7.46396, 2.10999)  -1.4311
C (-2.45237, -4.41300, -0.03730)  -0.8552
H (-4.06068, -6.54504, 0.34008)  0.1901
H (-5.52041, -5.75844, 1.02070)  0.3168
H (-5.37261, -8.19322, 1.50906)  0.4228
H (-5.40932, -7.31047, 3.00801)  0.3424
H (-3.85788, -7.91934, 2.33940)  0.3307
H (-3.05027, -5.03428, -0.68894)  0.7147
H (-1.52198, -4.86532, 0.29928)  0.2654
H (-2.22159, -3.46444, -0.52183)  -0.4809
O (4.89094, -0.03556, -5.03494)  -0.8378
S (4.58635, -0.34002, -3.67030)  1.3158
O (3.22997, -0.63125, -3.29849)  0.0087
O (5.51658, -1.49767, -3.10784)  -0.4947
C (5.11128, -1.99315, -1.82044)  0.9328
C (5.66731, -3.39061, -1.68844)  -1.6510
C (5.17165, 1.02662, -2.64740)  -0.6819
H (4.02530, -2.00491, -1.71478)  -0.3177
H (5.49740, -1.28867, -1.07918)  0.1558
H (5.36431, -3.89325, -0.77433)  0.3753
H (6.75307, -3.32724, -1.80255)  0.4223
H (5.33484, -4.01625, -2.51730)  0.3434
H (4.67483, 1.03809, -1.68049)  -0.3385
H (4.93934, 1.95341, -3.15989)  0.4000
H (6.23921, 0.85615, -2.53378)  0.6388
O (0.95149, -5.84215, -0.01563)  -0.6633
S (1.45052, -4.61999, -0.58452)  1.2214
O (2.79328, -4.49933, -1.06018)  -0.5335
O (0.41997, -4.04871, -1.68294)  0.2208
C (0.18657, -4.75074, -2.91913)  0.0208
C (-1.30571, -4.85745, -3.15843)  -1.2659
C (1.18248, -3.33976, 0.64855)  0.6783
H (0.67301, -5.72510, -2.93984)  0.5610
H (0.60652, -4.13754, -3.72023)  -0.1132
H (-1.51446, -5.09857, -4.19969)  0.5059
H (-1.83733, -3.94122, -2.91582)  0.1216
H (-1.66257, -5.66855, -2.51894)  0.3123
H (0.10727, -3.21902, 0.80000)  -0.8148
H (1.64739, -2.39422, 0.39624)  -0.3369
H (1.49987, -3.76281, 1.60119)  0.7051
O (0.86225, 1.92404, -7.51518)  -0.7144
S (1.57536, 1.23716, -6.49509)  1.3921
O (1.31422, 1.43334, -5.09371)  -0.5290
O (1.39801, -0.36641, -6.67390)  -0.4447
C (2.07912, -1.20135, -5.73315)  -0.2498
C (1.06805, -1.72082, -4.73065)  0.4614
C (3.34112, 1.34677, -6.83364)  -1.0037
H (2.88974, -0.70282, -5.19057)  -0.5383
H (2.57782, -2.00315, -6.28298)  0.4902
H (1.49795, -2.15551, -3.81806)  -0.2616
H (0.41717, -2.52978, -5.06103)  0.7332
H (0.49145, -0.85951, -4.39879)  -0.4862
H (3.51824, 2.24243, -7.42078)  0.4222
H (3.58108, 0.51407, -7.50226)  0.4436
H (3.99217, 1.13592, -5.98932)  0.2587
O (-1.59537, -1.32955, -6.52728)  -0.4395
S (-2.80568, -0.75682, -7.03499)  1.0866
O (-3.91934, -1.53147, -7.46901)  -0.6598
O (-3.30596, 0.22515, -5.88308)  -0.4450
C (-2.25371, 0.68435, -5.02397)  0.8005
C (-2.85140, 1.63999, -4.02799)  -1.2217
C (-2.49611, 0.50022, -8.27485)  -0.7479
H (-1.52520, 1.18382, -5.66876)  -0.0954
H (-1.79250, -0.16497, -4.52374)  0.0166
H (-2.09985, 2.21310, -3.48583)  0.0423
H (-3.39577, 1.05628, -3.28402)  0.2969
H (-3.53859, 2.38713, -4.42507)  0.4722
H (-3.38164, 1.11266, -8.40205)  0.3531
H (-2.29726, 0.00729, -9.22741)  0.3805
H (-1.60461, 1.06517, -8.01158)  0.1125
O (-3.65226, 5.08774, 7.78119)  -0.6553
S (-3.55405, 3.66676, 7.67449)  1.1800
O (-4.67103, 2.81471, 7.96381)  -0.6199
O (-3.01480, 3.42093, 6.19669)  -0.1783
C (-3.16854, 2.10931, 5.63860)  -0.0171
C (-3.44289, 2.22973, 4.15524)  -0.8011
C (-2.10885, 3.15813, 8.62845)  -0.9379
H (-3.98671, 1.54116, 6.08455)  0.3002
H (-2.28454, 1.49275, 5.80918)  0.2733
H (-3.84367, 1.29146, 3.76800)  0.0955
H (-2.54794, 2.48802, 3.58639)  -0.0327
H (-4.17588, 2.99894, 3.90673)  0.4036
H (-2.46258, 3.05937, 9.65904)  0.3972
H (-1.42392, 3.98869, 8.54641)  0.3192
H (-1.85540, 2.13078, 8.37427)  0.3020
O (0.42966, 2.73302, 5.24688)  -0.6362
S (0.92455, 3.40697, 4.09956)  0.8918
O (0.54932, 3.00683, 2.77091)  -0.2249
O (0.51885, 4.95758, 4.27820)  -0.2740
C (0.41165, 5.79827, 3.06188)  0.3244
C (-0.16187, 7.10696, 3.51980)  -1.4321
C (2.71983, 3.53142, 4.15717)  -0.7066
H (-0.29851, 5.21112, 2.48136)  0.1892
H (1.42608, 5.89101, 2.67391)  0.1519
H (-0.04994, 7.85573, 2.72758)  0.4127
H (0.42477, 7.52778, 4.33846)  0.3226
H (-1.22519, 7.06794, 3.74078)  0.3461
H (3.05014, 4.06276, 3.27614)  -0.0268
H (3.00777, 2.48472, 4.10446)  0.2676
H (2.99019, 4.10653, 5.03494)  0.4846
O (2.31343, 5.05625, -2.32602)  -0.7956
S (3.04349, 3.84730, -2.55884)  1.4316
O (4.30179, 3.61462, -1.91339)  -0.6591
O (2.11882, 2.60734, -2.14625)  -0.9234
C (0.75734, 2.61795, -2.57720)  0.7927
C (-0.12273, 2.91472, -1.38582)  -1.3229
C (3.18248, 3.51021, -4.32714)  -0.3548
H (0.48107, 1.62737, -2.93759)  -0.9485
H (0.50069, 3.29235, -3.39373)  0.6038
H (0.05927, 2.29917, -0.50261)  -0.1090
H (-1.18654, 2.80322, -1.59036)  0.3557
H (0.00111, 3.93113, -0.99724)  0.5519
H (3.54736, 2.48403, -4.34354)  -0.5077
H (3.91823, 4.15018, -4.80200)  0.5450
H (2.18485, 3.59432, -4.73945)  0.4079
O (2.91522, -0.15901, 2.56192)  -0.6573
S (3.58912, 0.38600, 1.43162)  0.8918
O (3.38942, -0.14261, 0.11091)  -0.3330
O (3.24666, 1.96528, 1.41090)  0.0339
C (3.57503, 2.66039, 0.18576)  1.0224
C (3.57887, 4.14219, 0.54597)  -1.7349
C (5.34119, 0.46191, 1.75837)  -1.1495
H (2.85133, 2.47403, -0.61046)  -0.0636
H (4.55233, 2.39931, -0.23392)  0.5757
H (3.67855, 4.75233, -0.35685)  0.6025
H (4.49359, 4.39240, 1.08611)  0.4563
H (2.64850, 4.37959, 1.04933)  0.0615
H (5.90022, 0.81533, 0.89595)  0.2670
H (5.77070, -0.47164, 2.11813)  0.4631
H (5.49033, 1.15572, 2.58747)  0.3554

Forces on the atoms, in the same order (eV/Å):
O 0.081 0.280 0.088
S -1.234 -0.017 -1.077
O -0.009 0.070 0.075
O 0.457 0.226 0.945
C -0.354 -0.847 -0.652
C 1.016 -0.359 0.417
C 0.783 0.239 0.625
H 0.044 0.408 0.345
H 0.007 0.164 -0.004
H -0.311 0.320 -0.118
H -0.089 0.038 -0.176
H -0.266 0.092 0.015
H -0.077 0.056 -0.266
H -0.118 -0.192 -0.091
H 0.062 -0.270 -0.143
O -0.637 0.579 0.326
S 2.310 0.301 0.838
O -0.251 -0.323 -0.060
O -1.145 0.709 -1.514
C 0.084 1.451 1.012
C -0.233 -0.357 0.489
C -0.567 -0.865 0.253
H -0.009 -0.341 -0.279
H -0.166 -0.223 -0.168
H -0.289 -0.260 -0.273
H 0.499 -0.179 -0.066
H -0.207 0.247 -0.318
H 0.267 0.390 0.552
H -0.323 0.164 -0.177
H -0.286 0.811 -0.148
O 0.091 -0.018 0.045
S -0.583 -0.235 -0.880
O 0.040 -0.425 0.090
O 1.075 0.827 -0.430
C -1.169 -0.568 1.154
C 0.085 -0.629 -0.816
C 0.112 0.600 1.040
H 0.266 0.261 0.001
H 0.101 0.172 -0.268
H 0.038 0.028 -0.013
H 0.159 0.410 0.098
H -0.046 -0.037 0.295
H -0.025 -0.072 0.002
H -0.054 -0.322 -0.156
H -0.149 -0.175 -0.013
O 1.035 -1.018 0.480
S 0.326 1.044 2.699
O 0.538 0.215 0.069
O -0.460 0.361 -1.503
C -0.360 -0.669 1.045
C 0.608 0.107 -0.616
C -0.118 -0.666 -0.620
H 0.142 0.057 -0.244
H 0.092 -0.200 0.100
H 0.091 0.225 0.136
H 0.011 -0.212 0.388
H -0.266 0.104 0.019
H -0.118 -0.367 -0.160
H 0.409 -0.217 0.032
H 0.097 0.300 -0.080
O 0.262 0.003 -0.739
S -1.066 1.479 1.292
O 0.208 -0.457 -0.486
O 0.691 -0.616 0.878
C -0.214 0.436 -1.084
C -0.039 -0.640 0.458
C -0.545 -1.225 0.223
H 0.036 -0.004 0.221
H 0.275 -0.132 0.270
H 0.113 -0.143 -0.027
H 0.219 -0.137 -0.069
H -0.337 0.041 -0.167
H 0.403 -0.219 -0.387
H 0.231 -0.160 -0.018
H 0.679 0.019 -0.164
O -0.414 -0.123 0.032
S 1.627 -2.897 0.705
O -0.203 0.858 -0.309
O -0.322 1.533 -1.281
C 0.270 -0.873 0.772
C -0.009 -0.565 0.545
C -0.333 -0.231 -0.956
H -1.105 0.105 -0.934
H -0.301 0.034 -0.300
H 0.511 0.342 -0.595
H -0.237 0.480 -0.710
H -0.318 -0.237 -0.318
H 0.102 0.322 0.374
H -0.388 0.075 -0.114
H -0.567 0.853 -0.129
O -0.034 -0.546 -0.797
S -0.150 1.369 0.083
O 0.131 -0.153 0.147
O -0.622 -0.645 -0.005
C 0.282 0.945 -0.011
C -0.447 0.043 0.720
C 0.513 -0.760 -0.422
H 0.222 -0.044 0.226
H 0.041 0.066 -0.036
H 0.270 -0.261 -0.085
H -0.065 0.142 0.064
H 0.026 -0.208 -0.454
H -0.068 0.026 0.294
H 0.015 -0.154 0.099
H -0.108 0.129 0.178
O -0.275 -0.131 0.080
S 1.271 0.123 0.146
O 0.125 0.017 -0.092
O -0.507 -0.128 0.374
C -0.284 -1.027 -0.730
C 0.115 0.247 -0.504
C -1.834 -0.238 0.558
H -0.131 0.498 0.297
H 0.285 0.339 0.093
H 0.176 -0.079 0.071
H 0.101 -0.103 0.080
H -0.114 0.016 0.367
H -0.020 0.401 -0.003
H 0.585 -0.372 -0.229
H 0.609 0.280 -0.553
O 0.011 -0.205 0.212
S 0.425 1.792 -0.726
O -0.032 -0.220 0.241
O 0.211 -0.538 0.185
C -0.508 -1.032 1.299
C 0.360 0.888 -0.505
C -1.196 -0.188 -0.118
H 0.441 0.464 -0.808
H -0.227 0.001 -0.458
H -0.046 -0.215 -0.170
H -0.250 -0.248 0.227
H 0.087 -0.215 0.328
H -0.021 -0.026 -0.283
H 0.519 0.091 0.298
H 0.106 -0.418 0.312
O 0.311 -0.106 -0.104
S -0.787 0.014 -1.604
O 0.054 0.434 -1.569
O 0.614 0.437 -1.458
C -2.206 -0.516 0.722
C -0.312 0.885 1.055
C 0.388 0.006 1.137
H 0.591 0.010 -0.008
H 0.648 0.247 0.028
H 0.264 -0.406 -0.301
H 0.093 -0.124 -0.310
H 0.179 0.115 -0.368
H -0.336 0.113 -0.290
H -0.071 0.337 0.136
H 0.103 0.012 -0.171
O -0.013 -0.003 -0.101
S 0.492 1.505 0.099
O -0.097 -0.190 0.074
O 0.294 -1.765 0.083
C 0.150 0.983 -0.019
C 0.461 0.054 -0.408
C 0.322 0.172 0.616
H 0.267 -0.584 1.571
H -0.099 -0.337 0.771
H -0.416 -0.144 0.728
H -0.310 -0.025 0.641
H 0.039 0.227 0.337
H -0.198 -0.002 -0.140
H -0.438 -0.325 -0.333
H -0.209 0.142 -0.133

energy relative to the best compared isomer or geometry (same formula, charge and spin)	231.6	kJ/mol
structure (SMILES)	CCOS(C)(=O)=O.CCOS(C)(=O)=O.CCOS(C)(=O)=O.CCOS(C)(=O)=O.CCOS(C)(=O)=O.CCOS(C)(=O)=O.CCOS(C)(=O)=O.CCOS(C)(=O)=O.CCOS(C)(=O)=O.CCOS(C)(=O)=O.CCOS(C)(=O)=O

---

# 2
Density functional theory data (ωB97M-V with the def2-TZVPD basis set) for the molecule CH2O2S in a non-equilibrium geometry.

Each line ends with the Mulliken charge.
Cartesian coordinates (Å):
C (-0.38036, -0.56806, -0.56103)  0.1462
O (-1.11023, -1.47734, -0.57794)  -0.3667
O (1.45102, 1.00617, 0.29719)  -0.5850
S (0.59350, -0.03895, 0.93897)  0.3111
H (-0.03985, 0.23450, -1.28613)  0.3150
H (-0.51408, 0.84369, 1.18894)  0.1794

Forces on the atoms, in the same order (eV/Å):
C 1.024 1.243 0.655
O -0.896 -0.877 -0.742
O 0.979 -0.581 0.091
S -0.937 2.465 -0.192
H -0.495 -0.750 -0.253
H 0.324 -1.498 0.440

energy relative to the best compared isomer or geometry (same formula, charge and spin)	266.1	kJ/mol

---

Orbital gap, record by record: 10.65, 9.86 eV
HOMO level, record by record: -10.81, -9.83 eV
Energy, record by record: -8172.9157, -587.8854 hartree